No. 1
{"formula": "C9H16O3", "method": "wB97M-V/def2-TZVPD", "elements": ["C", "C", "C", "C", "C", "C", "C", "O", "O", "C", "C", "O", "H", "H", "H", "H", "H", "H", "H", "H", "H", "H", "H", "H", "H", "H", "H", "H"], "xyz": [[1.3379, 2.1078, 0.1661], [1.4889, 0.8341, -0.6476], [0.1560, 0.3389, -1.2627], [-0.7877, -0.3571, -0.2951], [-0.1020, -1.5132, 0.4708], [1.1799, -0.9488, 1.1505], [2.1235, -0.3038, 0.1471], [2.6395, -1.2634, -0.7849], [-1.8484, -0.8801, -1.0856], [-3.0480, -0.2356, -0.6473], [-2.7188, 0.2281, 0.7385], [-1.3759, 0.5858, 0.6097], [0.7248, 1.9615, 1.0665], [2.2804, 2.5492, 0.5272], [0.8052, 2.8664, -0.4913], [2.1916, 1.0831, -1.4416], [0.3736, -0.4138, -2.0009], [-0.3547, 1.1510, -1.7811], [0.1321, -2.3520, -0.1798], [-0.7676, -1.8847, 1.2670], [0.9279, -0.2101, 1.8907], [1.7257, -1.7362, 1.6451], [2.9850, 0.1014, 0.7422], [3.2345, -1.8535, -0.2913], [-3.8744, -0.9528, -0.7212], [-3.2651, 0.6014, -1.3178], [-2.8660, -0.5671, 1.4506], [-3.2977, 1.0634, 1.0760]], "mulliken_charge": [-1.55, 0.43, -1.45, 1.19, -0.91, -0.93, -0.05, -0.58, -0.49, -0.46, -0.40, -0.37, 0.26, 0.43, 0.34, 0.44, 0.34, 0.43, 0.30, 0.31, 0.38, 0.47, 0.29, 0.37, 0.31, 0.27, 0.27, 0.35], "max_force_ev_per_a": 1.40, "gap_ha": 0.3793, "smiles": "C[C@@H]1CC2(CC[C@H]1O)OCCO2", "e_above_lowest_kcal_mol": 0.0}

---

No. 2
{"formula": "C9H16O3Si", "method": "wB97M-V/def2-TZVPD", "elements": ["C", "C", "C", "C", "C", "C", "C", "C", "C", "O", "O", "O", "Si", "H", "H", "H", "H", "H", "H", "H", "H", "H", "H", "H", "H", "H", "H", "H", "H"], "xyz": [[-1.4879, 0.5558, -1.5511], [-2.2517, 1.4061, -0.8078], [-1.9895, -0.7866, -1.2972], [-2.9861, -0.7736, -0.4167], [-3.1968, 0.6461, 0.0083], [-3.7816, -1.8772, 0.1741], [4.5522, -1.1467, 0.0185], [2.8694, 2.7549, 1.0058], [0.2031, -1.2461, 0.5086], [3.8074, 0.0917, -0.0753], [1.9890, 1.9502, 0.3067], [1.3803, -0.7323, 0.1364], [2.2394, 0.5013, -0.3645], [-0.6711, 0.6313, -2.2160], [-2.1693, 2.4592, -0.9544], [-2.9972, 0.8468, 1.0665], [-4.2825, 0.9679, -0.0108], [-4.8930, -1.8076, -0.1158], [-3.6874, -1.8065, 1.3370], [-3.4631, -2.8324, -0.2395], [4.2234, -1.8104, 0.7947], [5.4662, -0.7447, 0.2885], [4.3023, -1.6865, -0.8749], [2.9787, 3.7652, 0.5835], [3.8536, 2.2688, 1.2982], [2.3014, 2.7891, 1.9808], [-0.2327, -2.0256, -0.0054], [-1.7044, -1.7010, -1.7254], [-0.3720, -0.6572, 1.1471]], "mulliken_charge": [-0.45, -0.87, -0.85, 0.64, -0.50, -1.30, -0.58, -0.52, -0.76, -0.27, -0.14, 0.15, -0.17, 0.64, 0.45, 0.29, 0.37, 0.30, 0.26, 0.34, 0.26, 0.27, 0.25, 0.24, 0.23, 0.21, 0.46, 0.69, 0.37], "max_force_ev_per_a": 3.28, "gap_ha": [0.2891, 0.2657], "e_above_lowest_kcal_mol": 52.5}

---

No. 3
{"formula": "C9H16OPPm", "method": "wB97M-V/def2-TZVPD", "elements": ["C", "C", "C", "C", "C", "Pm", "P", "H", "H", "H", "H", "H", "H", "H", "H", "C", "C", "C", "O", "C", "H", "H", "H", "H", "H", "H", "H", "H"], "xyz": [[-0.1263, -1.0309, -2.8288], [-0.3824, -0.1931, -3.8659], [-0.1649, 1.2078, -3.9333], [0.3997, 1.9592, -2.8793], [0.7683, 1.4554, -1.6759], [0.1555, -0.3190, -0.7912], [0.3948, -2.7287, -0.0753], [-0.3874, -2.0850, -2.8560], [-0.7554, -0.6766, -4.7643], [-0.3752, 1.7123, -4.8691], [1.3301, 1.9641, -0.9050], [0.6457, 3.0001, -3.0561], [1.6509, -2.9850, 0.5018], [0.3617, -3.6807, -1.0959], [-0.4367, -3.3047, 0.8610], [-0.8197, 1.1319, 3.0324], [-0.4909, -0.3576, 3.1475], [0.8148, -0.3845, 2.3695], [0.6006, 0.5179, 1.2190], [-0.5867, 1.3495, 1.5354], [-1.8247, 1.3936, 3.3466], [-0.0789, 1.7004, 3.6005], [-1.2618, -0.9470, 2.6354], [-0.3543, -0.7067, 4.1663], [1.6204, 0.0720, 2.9155], [1.1101, -1.3787, 2.0388], [-1.4195, 0.9275, 0.9513], [-0.3876, 2.3865, 1.2751]], "mulliken_charge": [-0.44, -0.44, -0.30, -0.40, -0.63, 0.67, -0.16, 0.04, 0.28, 0.31, 0.30, 0.30, 0.09, 0.12, 0.08, -0.67, -0.42, -0.28, -0.27, -0.34, 0.36, 0.31, 0.19, 0.37, 0.26, 0.09, 0.31, 0.24], "max_force_ev_per_a": 4.12, "gap_ha": [0.1740, 0.1738], "spin_multiplicity": 5, "s_squared": 6.04, "e_above_lowest_kcal_mol": 93.7}

---

No. 4
{"formula": "C9H16Si", "method": "wB97M-V/def2-TZVPD", "elements": ["C", "C", "C", "C", "C", "C", "C", "C", "C", "Si", "H", "H", "H", "H", "H", "H", "H", "H", "H", "H", "H", "H", "H", "H", "H", "H"], "xyz": [[-2.1695, -0.5518, -0.7522], [-2.2440, 0.7239, -1.2173], [-1.9855, 0.8924, 1.1005], [-1.6538, -0.5384, 0.6537], [-1.9540, 1.6474, -0.1997], [-0.1048, -0.7773, 0.7056], [0.2180, -2.1821, 0.1997], [2.1653, 1.4093, 1.0350], [1.6662, 0.2012, -1.8653], [0.9281, 0.5766, -0.1554], [-2.3417, -1.4523, -1.3125], [-2.4733, 1.0043, -2.2338], [-3.0021, 0.9240, 1.5166], [-1.3013, 1.2674, 1.8610], [-2.1180, -1.2962, 1.2920], [-2.0567, 2.7130, -0.2638], [0.1574, -0.7328, 1.7696], [1.2941, -2.3346, 0.1282], [-0.2091, -2.3463, -0.7854], [-0.1907, -2.9373, 0.8720], [1.6723, 1.7317, 1.9462], [2.9658, 0.7269, 1.3178], [2.6218, 2.2799, 0.5771], [2.3336, -0.6570, -1.8234], [0.8889, -0.0280, -2.5867], [2.2345, 1.0476, -2.2407]], "mulliken_charge": [-0.76, -0.33, -0.89, 0.00, -0.73, 0.30, -1.64, -1.07, -1.05, -0.05, 0.49, 0.46, 0.33, 0.29, 0.58, 0.47, 0.39, 0.42, 0.37, 0.41, 0.30, 0.37, 0.32, 0.37, 0.31, 0.33], "max_force_ev_per_a": 1.35, "gap_ha": [0.2641, 0.2408], "e_above_lowest_kcal_mol": 24.7}

---

No. 5
{"formula": "C9H17BBrO4S2", "method": "wB97M-V/def2-TZVPD", "elements": ["C", "C", "C", "B", "S", "O", "C", "S", "C", "Br", "O", "H", "H", "H", "H", "H", "H", "H", "C", "O", "C", "C", "O", "C", "H", "H", "H", "H", "H", "H", "H", "H", "H", "H"], "xyz": [[3.5867, -0.4751, -2.9503], [2.4838, -1.1315, -2.6094], [1.0493, -1.8004, -2.2107], [-0.1507, -1.4267, -3.2735], [0.1254, -2.7476, -4.6486], [-0.1213, -0.0832, -3.9261], [-1.5563, 0.0921, -4.2043], [-2.0075, 1.7140, -4.9893], [-2.0782, -0.2118, -2.6690], [-1.2186, 0.9415, -1.2421], [-1.4530, -1.5401, -2.5460], [4.2476, 0.4418, -3.2050], [1.2167, -2.9499, -2.2485], [0.7335, -1.4943, -1.1322], [1.0220, -2.0762, -5.5097], [-2.0207, -0.8275, -4.7550], [-2.9637, 1.4734, -5.9919], [-3.2070, -0.3515, -2.5000], [0.0307, -0.1711, 5.5579], [-0.8022, 0.8011, 4.9430], [-0.0736, 1.9614, 4.5406], [0.1474, 1.9783, 3.0311], [1.0721, 0.9673, 2.6340], [0.4270, -0.1430, 2.0218], [-0.5608, -1.0748, 5.7197], [0.8866, -0.4225, 4.9259], [0.3797, 0.1956, 6.5284], [0.8794, 2.0340, 5.0765], [-0.6826, 2.8284, 4.8166], [0.5913, 2.9397, 2.7522], [-0.8024, 1.8768, 2.4945], [0.0206, 0.1495, 1.0492], [-0.3716, -0.5400, 2.6538], [1.1706, -0.9276, 1.8663]], "mulliken_charge": [-0.41, -0.10, -0.04, 0.69, -0.56, -0.58, -0.04, -0.27, -0.08, -0.26, -0.53, 0.29, 0.20, -0.10, 0.08, 0.24, 0.12, 0.35, -0.73, -0.37, -0.52, -0.44, -0.41, -0.10, 0.24, 0.32, 0.32, 0.33, 0.36, 0.38, 0.28, -0.21, 0.27, 0.25], "max_force_ev_per_a": 6.72, "gap_ha": 0.2718, "charge": -1}

---

No. 6
{"formula": "C9H17BFeO5", "method": "wB97M-V/def2-TZVPD", "elements": ["C", "C", "B", "O", "C", "O", "C", "O", "C", "C", "C", "O", "C", "C", "O", "H", "H", "H", "H", "H", "H", "H", "H", "H", "H", "H", "H", "H", "H", "H", "H", "H", "Fe"], "xyz": [[-2.0754, 1.5770, 3.5492], [-1.3101, 0.8426, 2.4252], [-1.9093, -0.6145, 2.1168], [-3.2243, -0.8851, 2.2662], [-0.9183, -1.7925, 1.5779], [-0.6309, -1.5918, 0.1652], [0.4919, -2.2591, -0.2512], [0.4256, -3.4522, -0.4319], [1.8138, -1.5797, -0.5283], [1.8124, -0.0648, -0.3783], [1.4104, 0.6399, -1.6553], [2.1396, -0.0174, -2.7136], [1.5505, -0.0223, -3.9407], [1.1080, 1.2486, -4.5945], [1.4260, -1.0848, -4.5054], [-1.4151, 2.4136, 3.9212], [-2.2909, 0.9751, 4.4158], [-3.0346, 2.0231, 3.1307], [-0.2898, 0.7006, 2.7619], [-1.3107, 1.3913, 1.4835], [-3.5317, -1.0565, 3.1698], [-1.4028, -2.7485, 1.7306], [-0.0056, -1.7430, 2.1656], [2.5033, -2.0072, 0.1928], [2.1916, -1.8789, -1.4958], [2.8298, 0.2318, -0.1493], [1.1870, 0.2782, 0.4377], [0.3408, 0.6246, -1.8288], [1.7538, 1.6675, -1.5995], [1.8359, 2.0268, -4.3953], [0.1691, 1.5673, -4.1521], [0.9773, 1.0671, -5.6465], [-2.6174, 3.5232, 2.7564]], "mulliken_charge": [-1.33, -0.29, 0.17, -0.44, -0.52, -0.16, 0.56, -0.11, -0.62, -0.42, -0.70, -0.31, 0.70, -0.98, -0.52, 0.33, 0.55, 0.41, 0.36, 0.39, 0.36, 0.36, 0.41, 0.46, 0.53, 0.45, 0.07, 0.40, 0.40, 0.36, 0.27, 0.34, 0.52], "max_force_ev_per_a": 2.71, "gap_ha": [0.2555, 0.1261], "spin_multiplicity": 5, "s_squared": 6.03, "charge": 2}

---

No. 7
{"formula": "C9H17BN2O3", "method": "wB97M-V/def2-TZVPD", "elements": ["O", "C", "C", "C", "C", "C", "N", "N", "C", "C", "C", "C", "B", "O", "O", "H", "H", "H", "H", "H", "H", "H", "H", "H", "H", "H", "H", "H", "H", "H", "H", "H"], "xyz": [[0.2791, 2.1555, 0.6569], [-0.0173, 1.0506, 0.2908], [-0.3469, 0.0275, 1.2936], [-1.4720, 0.5350, 2.3121], [-0.7525, 0.7233, 3.6426], [0.4657, -0.2292, 3.4674], [0.8550, -0.3043, 2.0142], [-0.1002, 0.5884, -1.0366], [0.2686, 1.4652, -2.1475], [-0.4864, 0.8186, -3.3163], [-0.5181, -0.7124, -3.0718], [-0.2639, -0.7976, -1.5539], [1.1741, -1.6861, -1.5426], [2.1242, -1.9058, -2.4916], [1.3577, -2.2301, -0.2552], [-0.8224, -0.8734, 0.8033], [-2.3215, -0.1472, 2.2760], [-1.9495, 1.4427, 1.9523], [-0.4577, 1.7649, 3.6360], [-1.3971, 0.4395, 4.4840], [1.2293, 0.1259, 4.1638], [0.1654, -1.2422, 3.8226], [1.3831, 0.5117, 1.8908], [-0.0165, 2.4885, -1.9085], [1.4207, 1.3903, -2.1428], [-1.5431, 1.1613, -3.2254], [-0.0631, 1.1129, -4.2978], [0.3185, -1.2305, -3.6680], [-1.4366, -1.2911, -3.3646], [-1.2248, -1.1882, -1.1790], [2.9350, -2.2773, -2.0822], [1.2131, -1.6861, 0.5774]], "mulliken_charge": [-0.66, -0.26, 0.95, -1.04, -0.57, -0.78, -0.47, 0.23, -0.73, -0.57, -0.77, -0.37, 0.75, -0.52, -0.78, 0.21, 0.39, 0.34, 0.29, 0.35, 0.37, 0.31, 0.29, 0.38, 0.26, 0.25, 0.41, 0.18, 0.36, 0.34, 0.31, 0.54], "max_force_ev_per_a": 4.46, "gap_ha": 0.3456, "smiles": "O=C([C@@H]1CCCN1)N1CCC[C@H]1B(O)O", "e_above_lowest_kcal_mol": 31.0}